Entry 1:
Density functional theory data (ωB97M-V/def2-TZVPD) for C19H15AsN6O3ReS5 as an isolated structure at a distorted geometry.

Last column: natural (NBO) charge in e.
CARTESIAN COORDINATES (ANGSTROEM)
Re 1.39102 1.11227 0.65433  0.8115
N 4.28579 -0.23863 -0.13361  -0.5480
C 4.14551 1.03597 -0.60778  0.4414
C 5.21102 1.55876 -1.36159  -0.2637
C 5.12292 2.82686 -1.86890  -0.0571
C 3.96857 3.58858 -1.63166  -0.2530
C 2.96500 3.03176 -0.90331  0.0525
N 3.03065 1.76385 -0.38420  -0.5443
C 3.54114 -1.04217 0.70725  0.3967
C 4.11777 -2.26775 1.07707  -0.2434
C 3.44198 -3.11093 1.91827  -0.0920
C 2.18447 -2.72298 2.39139  -0.2328
C 1.67649 -1.52496 1.98208  0.0433
N 2.32697 -0.67265 1.13888  -0.4932
H 5.16559 -0.65922 -0.39698  0.4343
H 6.09025 0.95185 -1.52951  0.2512
H 5.94017 3.23586 -2.44783  0.2644
H 3.86586 4.59217 -2.01611  0.2636
H 2.05125 3.56716 -0.68268  0.2392
H 5.09774 -2.52714 0.69973  0.2485
H 3.87889 -4.05425 2.21526  0.2635
H 1.62227 -3.34254 3.07391  0.2618
H 0.71731 -1.17116 2.33408  0.2126
S 1.76251 6.13734 -0.21533  -0.2045
As 1.18956 5.57090 1.83709  0.8002
S 1.26758 2.15351 2.47150  0.1800
S 0.09824 3.53263 1.41767  -0.3091
S -0.13362 6.71538 0.51291  -0.1125
O -6.36829 -2.98219 2.50719  -0.7568
S -6.83083 -1.77246 1.95743  1.8120
O -5.43632 -1.03313 1.11081  -0.5130
O -7.44121 -2.11604 0.40519  -0.5897
C -6.53127 -2.12309 -0.54048  0.6993
N -6.73135 -2.63756 -1.71608  -0.3598
C -5.70944 -2.57211 -2.55600  0.1677
C -4.47713 -2.01139 -2.21674  -0.2516
C -4.27580 -1.46362 -0.96172  0.2469
N -5.37064 -1.53262 -0.15224  -0.0346
C -3.00181 -0.85374 -0.52140  -0.0542
C -1.87727 -0.96604 -1.34882  -0.1692
C -0.67594 -0.41576 -0.96224  0.0441
N -0.51743 0.24769 0.19579  -0.4578
C -1.59036 0.37336 0.99280  0.0412
C -2.82749 -0.15820 0.67678  -0.1327
H -5.86903 -2.98695 -3.54412  0.2577
H -3.69911 -1.99999 -2.96026  0.2595
H -1.89852 -1.47716 -2.29716  0.2501
H 0.19195 -0.49992 -1.60623  0.2287
H -1.45648 0.92713 1.91162  0.2399
H -3.62915 0.01332 1.37393  0.2614

Computed properties:
Gap between HOMO and LUMO: 0.2136 Eh
Electronic energy: -152147.97027 eV
Charge: +3



Entry 2:
Density functional theory data (ωB97M-V/def2-TZVPD) for C19H15Br2KNO3 as an isolated structure.

Last column: natural (NBO) charge in e.
CARTESIAN COORDINATES (ANGSTROEM)
K 0.77615 0.03837 -1.24147  0.9629
Br 3.28671 -1.04134 -6.14678  0.0092
C 2.51701 0.64607 -5.74436  -0.2543
C 2.69134 1.67960 -6.65909  -0.2129
C 2.15742 2.91944 -6.43137  -0.1583
Br 2.42617 4.29005 -7.72788  -0.0086
C 1.42250 3.17400 -5.24972  -0.1108
C 0.84614 4.42447 -4.93302  -0.1509
C 0.16051 4.58241 -3.76326  -0.2701
C 0.05282 3.48153 -2.89641  0.0207
N 0.57004 2.30642 -3.15509  -0.4324
C 1.24811 2.11983 -4.31435  0.0652
C 1.79268 0.76785 -4.53856  0.4592
O 1.61895 -0.16155 -3.71724  -0.7778
H 3.25635 1.49346 -7.56262  0.2273
H 0.95751 5.24581 -5.62801  0.2191
H -0.29057 5.52955 -3.49889  0.2095
H -0.48382 3.58232 -1.95719  0.1807
C -2.10884 -3.23414 6.47254  -0.6206
C -1.63309 -2.63518 5.17515  -0.0267
C -0.87187 -1.47546 5.15671  -0.2351
C -0.41510 -0.91508 3.96740  0.0095
C 0.41100 0.34187 4.02588  -0.6330
C -0.75195 -1.51883 2.75087  -0.0762
C -1.52927 -2.68144 2.74853  0.0107
C -1.88209 -3.40979 1.47667  -0.6481
C -1.94711 -3.22536 3.95981  -0.2333
C -0.25408 -0.89300 1.45176  0.7493
O 0.97787 -0.66951 1.36902  -0.7947
O -1.09953 -0.63463 0.55920  -0.7998
H -1.78062 -2.63536 7.32260  0.2059
H -1.72297 -4.24702 6.60746  0.2091
H -3.19880 -3.29530 6.50617  0.2089
H -0.62194 -0.98895 6.09490  0.1893
H 0.40888 0.74763 5.03867  0.1911
H 0.02603 1.10133 3.34380  0.2190
H 1.43477 0.14445 3.71151  0.2416
H -1.91736 -2.72991 0.63112  0.2572
H -2.84871 -3.90583 1.58021  0.1995
H -1.13841 -4.18489 1.27027  0.2085
H -2.54280 -4.13394 3.94507  0.1901

Computed properties:
Gap between HOMO and LUMO: 0.2506 Eh
Electronic energy: -183994.28170 eV
Charge: -1



Entry 3:
Density functional theory data (ωB97M-V/def2-TZVPD) for C19H15Cl3F3N3O6S as an isolated structure at a distorted geometry.

Last column: natural (NBO) charge in e.
CARTESIAN COORDINATES (ANGSTROEM)
O 0.09751 4.30101 3.98434  -0.5755
C 0.33719 3.14799 3.59381  0.7071
N 1.38138 2.72450 2.69266  -0.6001
C 1.81761 1.63923 2.36364  0.3036
N 1.79322 0.80175 3.15429  -0.4459
C 2.09095 -0.51754 2.94417  -0.0088
C 2.49990 -0.76154 1.74701  -0.1096
C 2.92625 0.25899 0.70925  -0.1431
C 2.49405 1.50630 1.15783  -0.0424
Cl 2.46818 2.83937 0.02499  0.0215
H 3.29285 -0.08383 -0.15998  0.2519
C 3.19491 -2.24124 1.28894  0.9788
F 1.94575 -2.72932 0.70617  -0.3937
F 3.56003 -3.04689 2.24069  -0.2846
F 4.01891 -2.21698 0.17200  -0.3203
H 1.96778 -1.37067 3.73722  0.2323
H 1.54764 3.73666 2.21702  0.4489
C -0.50190 2.11079 4.46792  -0.1573
H 0.25683 1.55032 5.12760  0.2447
H -1.39210 2.47292 4.90063  0.2321
O -0.67628 1.03171 3.59598  -0.4514
C -1.14712 1.12832 2.51423  0.7718
O -1.23405 2.20908 1.91262  -0.6399
C -1.21408 -0.10728 1.64301  -0.1490
C -0.26126 0.03035 0.18268  -0.0087
C -0.37957 -1.06525 -0.64330  -0.4221
C -0.92022 -2.10706 -0.18888  -0.0091
C -1.32133 -2.52474 1.10247  -0.1421
C -1.62620 -1.26162 2.05136  -0.0979
Cl -2.32782 -1.48737 3.47616  0.1126
H -1.66994 -3.43011 1.44104  0.2344
Cl -0.56524 -3.55591 -1.15595  -0.0140
S 0.50391 -0.78361 -2.13309  2.4080
O 1.24152 0.58416 -1.92145  -0.9310
O 1.16607 -1.84859 -2.50598  -0.9194
N -0.58498 -0.58551 -3.23455  -0.7008
C -1.23393 0.89910 -3.16333  -0.1767
H -0.87139 1.50391 -2.68486  0.1843
C -2.04875 1.15372 -4.36742  -0.1176
H -2.69616 1.95804 -4.11599  0.2134
O -3.08074 0.11146 -4.85072  -0.5254
C -2.28127 -1.15249 -4.77387  -0.0136
H -2.88475 -1.74703 -5.24593  0.2166
C -1.55296 -1.34914 -3.67594  -0.3108
H -0.71521 -2.32906 -3.77817  0.2529
H -2.30710 -1.71105 -3.11134  0.2057
H -1.49294 -0.85474 -5.85916  0.0924
H -1.42973 1.45958 -5.29210  0.1943
H -2.00843 0.69415 -2.32872  0.1769
H -0.17699 1.01519 0.04102  0.2267

Computed properties:
Gap between HOMO and LUMO: 0.3098 Eh
Electronic energy: -93238.32019 eV
Charge: 0